# 1
Computed, not measured: 2 unconnected molecules or ions with the total composition C4H9O2S2 at a distorted geometry, with ωB97M-V/def2-TZVPD.

Each line ends with the natural charge from an NBO analysis.
Atoms and positions in Å:
H  0.337  1.921  -1.731  0.209
O  -5.135  0.546  1.635  -0.987
C  0.425  -0.142  0.781  -0.184
C  -0.341  -0.948  1.723  -0.674
H  -1.475  -0.897  1.389  0.271
H  1.518  0.006  0.900  0.168
H  -1.070  0.051  -0.579  0.214
H  -0.009  -1.887  1.416  0.200
O  -2.963  0.370  0.604  -1.016
H  0.860  0.226  -2.274  0.200
H  1.690  1.142  -1.221  0.189
S  -5.264  0.187  -1.448  -0.577
C  0.681  0.951  -1.471  -0.642
C  -0.140  0.304  -0.341  -0.171
S  -4.340  -0.236  0.694  1.495
H  -0.156  -0.744  2.749  0.199
H  -4.468  -0.569  -2.222  0.106

The value obtained for the total energy is -30059.4775 eV. As for the total charge: -1. The LUMO energy comes out at 3.60 eV. The value obtained for the gap between HOMO and LUMO is 7.64 eV. For the largest force on an atom, the calculation gives 5.47 eV/Å. The value obtained for the HOMO energy is -4.04 eV.


# 2
Computed, not measured: a molecular structure, C36H36AsCl3OSSb2V at a distorted geometry, with ωB97M-V/def2-TZVPD.

Each line ends with the Mulliken spin population.
Atoms and positions in Å:
H  3.091  -3.528  4.977  0.000
C  -5.366  -1.162  2.424  0.004
C  2.549  1.648  0.742  -0.078
C  2.905  -2.886  4.127  -0.001
C  3.312  -1.099  -0.694  -0.017
H  -3.054  1.092  3.053  0.002
C  1.942  -2.535  1.963  0.001
H  -0.791  0.475  4.172  -0.001
H  0.976  4.655  0.527  0.001
H  4.647  1.400  1.155  0.000
C  -3.540  2.379  -2.534  0.000
C  1.611  1.343  -3.883  -0.004
V  0.233  -0.164  -1.257  2.830
C  -1.638  -2.732  2.531  0.003
H  5.093  3.806  1.298  0.000
S  1.054  -2.170  -1.855  -0.055
H  -0.426  1.013  -7.133  0.000
C  5.027  -2.688  -2.203  0.000
C  0.142  1.112  -6.222  0.000
H  0.294  -0.902  3.888  0.001
C  -6.859  -0.598  0.649  0.001
H  -7.189  -2.208  2.030  0.000
H  -4.322  1.732  -2.929  0.000
H  3.251  -3.481  -3.112  -0.001
C  2.793  -1.982  -1.654  0.048
Cl  2.473  1.436  -2.394  0.032
H  -3.990  3.278  -2.122  0.000
C  -0.449  0.877  -4.999  0.000
C  0.252  0.991  -3.783  0.003
H  -2.877  2.670  -3.341  -0.001
As  1.957  -0.178  0.369  -0.046
H  -3.463  2.278  1.376  0.001
C  2.187  -3.365  3.042  0.002
C  1.778  3.944  0.669  0.021
H  -0.786  -3.307  2.179  -0.001
H  3.271  5.440  0.981  0.000
C  3.116  -0.745  3.053  0.001
C  -6.536  -1.400  1.731  -0.001
H  0.518  2.232  0.354  -0.050
H  0.571  0.621  3.037  -0.002
C  -0.196  -0.049  3.431  0.006
H  -2.267  -1.229  -1.841  -0.019
C  -3.106  -0.651  -1.445  0.058
H  -3.483  -1.125  -0.539  0.002
H  1.391  -2.902  1.097  0.007
Cl  -2.093  0.390  -4.873  0.001
C  3.378  -1.583  4.125  0.000
C  1.529  2.587  0.581  0.125
H  -7.774  -0.763  0.099  0.000
H  -3.901  -0.623  -2.186  0.005
C  2.393  -1.217  1.963  0.006
C  -6.015  0.433  0.287  -0.003
H  -6.270  1.067  -0.552  0.000
H  3.952  -1.214  4.963  0.000
Sb  -2.438  1.353  -0.965  0.030
H  -3.309  -0.498  3.788  0.001
H  1.816  -4.381  3.043  0.000
C  -3.993  1.818  0.546  0.010
C  -4.499  -0.134  2.066  -0.008
H  -2.552  -3.172  2.141  0.000
H  -1.664  -2.742  3.616  0.001
C  -3.261  0.045  2.848  0.018
C  5.541  -1.824  -1.249  0.002
H  -5.114  -1.780  3.275  0.000
C  3.834  2.103  1.014  -0.010
C  2.233  1.575  -5.093  0.001
C  1.484  1.463  -6.256  0.000
Cl  2.246  1.736  -7.779  0.000
C  -4.833  0.691  0.979  0.005
C  4.681  -1.049  -0.487  -0.013
H  6.607  -1.763  -1.084  0.000
H  5.698  -3.306  -2.783  0.000
C  3.068  4.382  0.921  0.001
H  3.458  0.286  3.063  0.000
H  3.278  1.834  -5.131  0.001
O  -0.338  0.799  -2.648  0.068
Sb  -1.475  -0.696  1.791  0.006
C  3.660  -2.779  -2.397  0.011
H  5.084  -0.414  0.295  -0.001
H  -4.598  2.579  0.064  -0.001
C  4.089  3.464  1.098  0.001

The value obtained for the total energy is -187966.5408 eV. The expectation value of S² is 3.7654. As for the total charge: 0. The multiplicity is 4. The LUMO energy (alpha / beta) comes out at 0.26 / 0.35 eV. The value obtained for the gap between HOMO and LUMO (alpha / beta) is 7.48 / 8.13 eV. For the largest force on an atom, the calculation gives 2.86 eV/Å. The value obtained for the HOMO energy (alpha / beta) is -7.21 / -7.78 eV.


# 3
Computed, not measured: C2H3FO in the gas phase at a distorted geometry, with ωB97M-V/def2-TZVPD.

Each line ends with the natural charge from an NBO analysis.
Atoms and positions in Å:
C  0.192  0.055  0.615  -0.755
F  0.540  0.508  -1.779  -0.418
C  -0.329  -0.031  -0.673  0.882
H  0.391  -1.019  0.940  0.271
H  -0.554  0.389  1.241  0.258
O  -1.300  -0.603  -1.000  -0.490
H  1.060  0.701  0.656  0.252

The value obtained for the total energy is -6887.3062 eV. As for the total charge: 0. The LUMO energy comes out at 0.71 eV. The value obtained for the gap between HOMO and LUMO is 12.44 eV. For the largest force on an atom, the calculation gives 5.23 eV/Å. As for the structure (SMILES): CC(=O)F. The value obtained for the HOMO energy is -11.73 eV.